[1]
A cluster of 5 separate species, CH11O4S in total, computed with ωB97M-V/def2-TZVPD.

Total energy = -20242.5875 eV
HOMO-LUMO gap = 7.2358 eV
Net charge = -1
E_HOMO = -3.491 eV

Cartesian coordinates (Å):
C  -2.259  0.445  -0.153
S  -2.115  -0.875  1.122
H  -3.026  1.116  0.236
H  -1.332  1.005  -0.265
H  -2.556  0.149  -1.162
H  0.025  -2.350  -1.213
H  -0.589  -0.988  -0.964
O  0.204  -1.408  -1.353
H  0.102  -1.189  1.664
H  0.778  -0.028  2.319
O  0.973  -0.931  2.047
H  1.369  1.922  -1.020
H  0.156  2.485  -0.328
O  0.944  2.766  -0.814
H  1.953  -0.997  -0.546
H  2.595  -0.550  0.691
O  2.778  -0.572  -0.261

Löwdin population analysis, charges in e, atoms 1 to 5: -0.666, 0.176, -0.018, -0.033, 0.004

[2]
A structure of composition C13H28ClINP2Yb at a distorted geometry, computed with ωB97M-V/def2-TZVPD.

Total energy = -86136.9169 eV
⟨S²⟩ = 1.1436
HOMO-LUMO gap (alpha / beta) = 6.2917 / 5.0272 eV
Net charge = +2
E_HOMO (alpha / beta) = -14.915 / -14.911 eV
2S+1 = 2

Cartesian coordinates (Å):
C  -0.186  -1.613  -0.024
I  0.296  1.829  -1.795
H  -0.902  -2.382  -0.384
H  -0.503  -1.154  0.917
H  0.858  -1.967  -0.012
Yb  -1.523  -0.933  -2.852
P  -3.104  -0.318  0.150
C  -3.563  0.876  1.482
C  -3.838  0.512  -1.304
H  -4.919  0.591  -1.141
H  -5.392  -1.157  0.520
H  -3.701  -0.066  -2.241
H  -4.337  -2.348  -0.278
H  -3.154  1.875  1.283
H  -3.430  1.520  -1.456
C  -4.384  -1.574  0.493
H  -4.645  0.964  1.647
H  -4.174  -2.046  1.453
H  -3.112  0.534  2.423
P  1.901  -1.196  -1.975
C  3.445  -0.333  -1.447
C  2.691  -2.778  -2.458
H  0.757  -0.896  -4.132
H  2.531  -0.684  -4.243
H  1.505  0.625  -3.559
C  1.645  -0.470  -3.631
H  1.925  -3.445  -2.865
H  3.477  -2.626  -3.203
H  4.316  -0.627  -2.046
H  3.655  -0.596  -0.399
H  3.124  -3.253  -1.575
H  3.316  0.750  -1.483
Cl  -2.345  -2.627  -4.242
C  2.426  2.738  4.251
C  1.823  2.037  3.107
C  0.965  2.705  2.236
C  0.222  1.984  1.315
N  0.617  0.734  0.984
C  1.498  0.085  1.725
C  2.036  0.675  2.890
H  3.071  3.542  3.921
H  1.661  3.184  4.877
H  3.005  2.048  4.849
H  0.792  3.768  2.321
H  -0.654  2.433  0.841
H  1.697  -0.964  1.477
H  2.608  0.045  3.583

Löwdin population analysis, charges in e, atoms 1 to 5: 0.023, 0.685, 0.028, -0.007, -0.051

[3]
A cluster of 4 separate species, C20H49Cl2N3 in total at a distorted geometry, computed with ωB97M-V/def2-TZVPD.

Total energy = -51034.8896 eV
HOMO-LUMO gap = 8.5106 eV
Structure (SMILES) = CCN(CC)CC.CCN(CC)CC.CCN(CC)CC.ClCCCl
E_HOMO = -7.891 eV

Cartesian coordinates (Å):
Cl  26.029  32.222  14.607
C  27.480  32.272  15.514
C  28.442  33.126  14.758
Cl  30.180  32.674  15.169
H  27.897  31.330  15.669
H  27.337  32.805  16.423
H  28.225  34.323  14.975
H  28.247  32.969  13.633
C  28.089  35.350  9.548
C  29.197  34.810  8.750
N  29.397  33.356  9.104
C  29.879  32.443  8.042
C  31.013  32.936  7.384
C  30.076  33.096  10.371
C  29.675  31.818  11.087
H  27.988  36.379  9.337
H  27.958  35.218  10.725
H  27.152  34.847  9.179
H  30.129  35.257  8.921
H  29.136  35.295  7.608
H  29.164  32.649  7.124
H  29.766  31.470  8.214
H  31.389  33.930  7.177
H  30.978  32.545  6.303
H  31.790  32.506  7.936
H  29.824  33.928  11.183
H  31.195  33.233  10.350
H  29.876  30.847  10.581
H  28.739  31.918  11.096
H  29.953  31.885  12.074
C  27.020  39.414  16.150
C  28.240  40.227  16.370
N  29.390  39.504  15.847
C  30.529  40.205  15.388
C  30.986  41.156  16.155
C  29.870  38.408  16.742
C  29.910  37.073  15.820
H  26.931  38.858  15.229
H  26.212  39.738  16.310
H  27.104  38.458  16.740
H  28.316  40.427  17.401
H  28.322  41.235  15.927
H  30.347  40.726  14.524
H  31.255  39.683  14.818
H  30.704  41.724  16.821
H  31.526  41.776  15.589
H  31.952  40.816  16.741
H  29.239  38.134  17.584
H  30.851  38.574  17.324
H  30.554  37.146  14.974
H  28.855  36.675  15.674
H  30.235  36.353  16.489
C  27.672  27.997  20.988
C  26.588  27.142  20.443
N  26.271  27.431  18.987
C  25.642  26.428  18.168
C  24.743  25.573  18.846
C  25.710  28.730  18.663
C  26.252  29.377  17.360
H  27.177  29.027  20.906
H  28.689  27.820  20.622
H  27.975  27.801  22.095
H  25.698  27.054  20.880
H  26.998  26.156  20.512
H  26.575  25.846  17.931
H  25.478  27.040  17.313
H  24.693  25.298  19.898
H  24.430  24.730  18.368
H  23.737  26.031  18.795
H  25.600  29.402  19.258
H  24.603  28.838  18.577
H  27.293  29.401  17.331
H  26.111  30.442  17.321
H  25.975  29.007  16.512

Löwdin population analysis, charges in e, atoms 1 to 5: 0.643, -0.765, -0.652, 0.494, 0.033

[4]
The molecule C4H4O2, computed with ωB97M-V/def2-TZVPD.

Total energy = -8304.9918 eV
HOMO-LUMO gap = 10.7077 eV
Structure (SMILES) = O=CC#CCO
E_HOMO = -10.614 eV

Cartesian coordinates (Å):
O  -1.884  -0.644  1.083
C  -1.554  0.465  0.276
C  -0.175  0.352  -0.222
C  0.987  0.126  -0.459
C  2.402  -0.190  -0.525
O  3.203  0.341  -1.257
H  -1.797  -1.432  0.531
H  -1.606  1.351  0.916
H  -2.277  0.605  -0.540
H  2.700  -0.974  0.197

Löwdin population analysis, charges in e, atoms 1 to 5: -0.051, -0.267, 0.032, 0.045, -0.285

[5]
The ion C11H19N2O2 with charge +1 at a distorted geometry, computed with ωB97M-V/def2-TZVPD.

Total energy = -18780.4452 eV
HOMO-LUMO gap = 9.1228 eV
Structure (SMILES) = C=NC(=O)O[C@]1(CCCC)C=[NH+]C[C@@H]1C
Net charge = +1
E_HOMO = -13.633 eV

Cartesian coordinates (Å):
C  -1.970  -1.906  0.229
C  -3.741  -1.443  1.687
C  -1.738  2.267  -0.546
C  -1.538  0.920  -1.223
C  -0.844  0.958  1.092
C  -0.614  0.152  -0.188
C  -2.761  0.155  -1.839
C  4.258  -1.349  0.791
C  0.867  0.187  -0.619
C  3.136  -0.708  -0.060
C  1.721  -0.458  0.506
N  -1.613  1.967  0.871
N  -2.684  -1.055  1.087
O  -2.187  -3.061  0.091
O  -0.838  -1.294  -0.247
H  -4.167  -0.974  2.529
H  -4.267  -2.265  1.429
H  -0.916  3.028  -0.660
H  -2.703  2.828  -0.708
H  -0.835  0.785  -2.077
H  -0.372  0.705  2.000
H  -2.913  0.567  -2.869
H  -3.565  0.520  -1.298
H  -2.497  -0.904  -1.870
H  4.414  -2.475  0.693
H  3.854  -1.126  1.844
H  5.164  -0.857  0.527
H  0.833  -0.245  -1.520
H  1.023  1.314  -0.718
H  3.167  -1.216  -0.950
H  3.378  0.201  -0.408
H  1.383  -1.512  0.706
H  1.950  0.052  1.470
H  -1.832  2.622  1.581

Löwdin population analysis, charges in e, atoms 1 to 5: -0.545, 0.114, -0.071, -0.220, 0.107

[6]
A cluster of 6 separate species, C24H66ClN9O13P3 in total at a distorted geometry, computed with ωB97M-V/def2-TZVPD.

Total energy = -106369.5382 eV
HOMO-LUMO gap = 7.8081 eV
Net charge = -1
E_HOMO = -5.462 eV

Cartesian coordinates (Å):
Cl  -19.350  0.237  -1.363
O  -19.368  -1.158  -1.717
O  -19.431  1.153  -2.490
O  -20.396  0.497  -0.456
O  -18.180  0.611  -0.725
O  -20.943  2.429  -5.127
P  -21.537  1.225  -5.796
N  -21.958  -0.128  -4.782
C  -22.344  -1.447  -5.488
C  -22.497  -0.001  -3.373
N  -20.414  0.549  -6.900
C  -20.205  1.203  -8.214
C  -19.134  0.142  -6.346
N  -22.975  1.706  -6.589
C  -23.839  2.832  -6.169
C  -23.555  0.644  -7.594
H  -21.727  -2.223  -5.034
H  -22.073  -1.308  -6.534
H  -23.377  -1.730  -5.285
H  -22.487  -0.864  -2.707
H  -23.550  0.281  -3.382
H  -21.945  0.753  -2.812
H  -21.113  1.503  -8.737
H  -19.535  2.033  -7.992
H  -19.764  0.464  -8.883
H  -18.842  1.053  -5.826
H  -19.151  -0.679  -5.630
H  -18.364  -0.130  -7.068
H  -24.490  2.662  -5.311
H  -23.359  3.764  -5.872
H  -24.576  3.041  -6.945
H  -24.063  1.233  -8.357
H  -24.314  0.104  -7.027
H  -22.849  -0.052  -8.047
O  -18.888  1.940  2.873
P  -17.807  1.251  3.509
N  -17.917  -0.486  3.426
C  -18.329  -1.100  2.217
C  -17.180  -1.436  4.266
N  -17.781  1.380  5.170
C  -18.870  1.066  6.044
C  -16.982  2.383  5.928
N  -16.215  1.503  2.935
C  -15.052  0.765  3.420
C  -15.956  2.500  1.900
H  -19.195  -0.621  1.760
H  -18.740  -2.094  2.394
H  -17.483  -0.964  1.543
H  -17.803  -2.294  4.518
H  -16.880  -0.924  5.180
H  -16.293  -1.798  3.744
H  -19.701  0.514  5.604
H  -18.361  0.607  6.891
H  -19.366  2.003  6.300
H  -16.445  2.062  6.820
H  -16.213  2.712  5.229
H  -17.592  3.242  6.207
H  -14.062  1.152  3.176
H  -15.306  0.624  4.470
H  -15.038  -0.109  2.768
H  -16.411  3.445  2.199
H  -16.470  2.157  1.003
H  -14.900  2.714  1.740
O  -22.711  0.141  1.741
P  -23.361  -1.105  2.118
N  -23.651  -1.354  3.836
C  -24.433  -0.258  4.372
C  -22.481  -1.752  4.679
N  -22.465  -2.596  1.790
C  -21.361  -2.581  0.875
C  -23.194  -3.923  1.932
N  -24.844  -1.456  1.299
C  -24.998  -0.865  -0.078
C  -26.037  -1.978  1.994
H  -24.520  0.633  3.750
H  -24.047  0.004  5.357
H  -25.378  -0.694  4.694
H  -21.579  -1.821  4.070
H  -22.777  -2.613  5.277
H  -22.269  -0.969  5.407
H  -20.690  -3.381  1.189
H  -21.566  -2.757  -0.180
H  -20.942  -1.588  1.043
H  -23.702  -3.942  2.896
H  -23.881  -4.110  1.106
H  -22.494  -4.754  1.853
H  -25.059  -1.646  -0.836
H  -25.837  -0.173  -0.148
H  -24.105  -0.338  -0.414
H  -26.687  -2.285  1.175
H  -26.467  -1.210  2.637
H  -25.853  -2.815  2.668
C  -20.840  -4.507  -2.324
O  -20.440  -5.841  -2.178
C  -21.229  -6.873  -2.507
O  -22.383  -6.842  -2.900
O  -20.473  -8.005  -2.349
C  -21.062  -9.266  -2.590
H  -20.864  -4.165  -3.358
H  -20.104  -3.864  -1.842
H  -21.835  -4.561  -1.880
H  -21.787  -9.595  -1.845
H  -20.258  -9.997  -2.667
H  -21.521  -9.183  -3.575
C  -16.160  0.241  -4.044
O  -15.362  1.376  -4.294
C  -16.018  2.578  -4.401
O  -17.233  2.685  -4.487
O  -15.056  3.496  -4.425
C  -15.207  4.700  -5.227
H  -16.533  0.208  -3.020
H  -15.706  -0.717  -4.297
H  -17.108  0.350  -4.571
H  -14.196  4.956  -5.543
H  -15.548  5.560  -4.652
H  -15.898  4.658  -6.069

Löwdin population analysis, charges in e, atoms 1 to 5: 0.559, -0.381, -0.362, -0.357, -0.362

[7]
A structure of composition C30H29N4ORuSi at a distorted geometry, computed with ωB97M-V/def2-TZVPD.

Total energy = -50023.7586 eV
HOMO-LUMO gap (alpha / beta) = 5.6111 / 5.6086 eV
Net charge = +3
E_HOMO (alpha / beta) = -17.460 / -17.457 eV

Cartesian coordinates (Å):
Ru  0.629  -0.978  -0.021
C  -3.384  -2.687  -0.236
C  -3.726  -2.779  1.106
C  -2.795  -2.405  2.065
C  -1.558  -1.906  1.660
N  -1.241  -1.824  0.345
C  -2.123  -2.215  -0.571
C  -0.537  -1.367  2.571
C  -0.661  -1.231  3.953
C  0.359  -0.610  4.660
C  1.477  -0.134  3.987
C  1.548  -0.288  2.604
N  0.562  -0.918  1.942
C  2.589  0.266  1.724
C  3.743  0.915  2.160
C  4.606  1.475  1.227
C  4.296  1.375  -0.122
C  3.137  0.708  -0.490
N  2.316  0.162  0.401
H  -4.076  -2.976  -1.012
H  -4.706  -3.125  1.401
H  -3.033  -2.494  3.112
H  -1.810  -2.140  -1.608
H  -1.536  -1.596  4.464
H  0.269  -0.469  5.727
H  2.270  0.359  4.524
H  3.972  0.984  3.211
H  5.498  1.994  1.546
H  4.936  1.799  -0.880
H  2.849  0.611  -1.531
C  2.681  -0.852  -3.954
Si  1.210  -1.596  -2.999
C  0.000  -2.591  -4.082
C  1.843  -2.757  -1.565
N  0.355  -0.402  -1.984
C  -0.284  0.714  -2.327
C  -0.427  1.149  -3.665
C  -1.058  2.331  -3.964
C  -1.595  3.134  -2.953
C  -1.506  2.739  -1.629
C  -0.864  1.553  -1.305
O  -0.655  1.144  -0.024
C  -1.338  1.734  1.036
C  -2.725  1.642  1.150
C  -3.341  2.183  2.264
C  -2.591  2.815  3.248
C  -1.210  2.906  3.120
C  -0.576  2.350  2.026
H  3.151  -1.662  -4.505
H  3.458  -0.399  -3.344
H  2.365  -0.113  -4.685
H  0.591  -3.311  -4.642
H  -0.519  -1.972  -4.808
H  -0.746  -3.156  -3.530
H  2.365  -3.592  -2.028
H  1.024  -3.221  -0.982
H  2.587  -2.291  -0.900
H  -0.018  0.528  -4.444
H  -1.134  2.650  -4.993
H  -2.070  4.071  -3.198
H  -1.904  3.366  -0.845
H  -3.301  1.153  0.378
H  -4.413  2.121  2.361
H  -3.084  3.246  4.105
H  -0.634  3.441  3.859
H  0.493  2.431  1.893

Löwdin population analysis, charges in e, atoms 1 to 5: 1.302, 0.006, 0.015, 0.046, -0.177

[8]
A structure of composition C14H15NiO4P at a distorted geometry, computed with ωB97M-V/def2-TZVPD.

Total energy = -73263.0798 eV
⟨S²⟩ = 2.0283
HOMO-LUMO gap (alpha / beta) = 6.9617 / 6.0436 eV
Net charge = +2
E_HOMO (alpha / beta) = -15.515 / -15.632 eV
2S+1 = 3

Cartesian coordinates (Å):
Ni  -0.690  0.933  -1.397
C  -1.647  -0.573  -1.531
O  -2.323  -1.502  -1.386
C  -2.137  1.578  -2.335
O  -2.836  2.154  -3.052
C  0.173  0.795  -3.125
O  0.640  0.210  -4.004
C  -1.429  1.774  0.196
O  -2.226  1.942  1.019
C  1.142  2.767  -1.005
H  1.195  2.982  0.064
H  2.071  2.437  -1.474
C  0.063  3.143  -1.750
H  0.119  3.208  -2.842
H  -0.747  3.746  -1.328
C  2.332  0.357  1.074
P  0.943  -0.054  -0.065
C  1.787  -1.271  -1.117
C  0.005  -1.140  1.130
C  -0.449  -0.491  2.294
C  -1.273  -1.188  3.181
C  -1.607  -2.523  2.947
C  -1.122  -3.165  1.803
C  -0.324  -2.477  0.885
H  3.131  0.894  0.544
H  2.724  -0.613  1.448
H  2.010  0.956  1.939
H  2.349  -1.966  -0.477
H  1.070  -1.845  -1.718
H  2.471  -0.678  -1.748
H  -0.159  0.550  2.517
H  -1.665  -0.676  4.060
H  -2.242  -3.066  3.649
H  -1.386  -4.198  1.613
H  0.036  -3.000  -0.011

Löwdin population analysis, charges in e, atoms 1 to 5: -0.029, -0.062, 0.273, -0.053, 0.291

What is the total energy in the second record? -86136.9169 eV